# 1
{
  "formula": "C4H9GaO3PTl",
  "method": "ωB97M-V/def2-TZVPD",
  "largest_force_ev_per_a": 8.26,
  "total_charge": 2,
  "orbital_gap_ha": 0.1608,
  "total_energy_ev": -76768.2894,
  "symbols": ["C", "C", "Ga", "C", "C", "P", "O", "O", "O", "H", "H", "H", "H", "H", "H", "H", "H", "H", "Tl"],
  "positions_angstrom": [[1.894, -3.069, 0.264], [1.241, -1.839, 0.576], [0.154, -0.033, 0.651], [-1.731, -0.437, -0.095], [-2.666, 0.931, -0.237], [1.395, 1.511, -0.620], [0.830, 2.990, -0.558], [3.020, 1.520, 0.097], [1.646, 0.999, -2.293], [2.138, -4.118, -0.250], [-0.013, 0.400, 2.181], [-2.261, -1.152, 0.692], [-1.619, -1.018, -1.132], [-3.722, 0.602, -0.640], [-2.123, 1.688, -0.957], [-2.796, 1.464, 0.800], [3.209, 0.541, 0.323], [1.127, 0.165, -2.493], [0.278, -1.143, 3.689]],
  "forces_ev_per_angstrom": [[-4.532, 6.366, 0.729], [3.915, -6.950, -2.132], [0.153, -2.347, 1.388], [-4.147, -0.016, -2.174], [1.693, 0.031, 0.409], [3.799, 5.811, -4.222], [1.286, -5.553, 0.321], [-4.116, -2.648, -0.882], [-1.452, -0.338, 4.068], [-0.336, 2.579, 1.458], [0.123, 0.377, -0.629], [1.788, 1.267, -1.158], [0.038, 1.346, 2.289], [1.990, 0.462, 0.582], [-1.431, -1.493, 1.204], [0.145, -1.168, -1.975], [0.155, 1.904, -0.527], [0.745, 1.119, 0.121], [0.183, -0.748, 1.132]]
}

# 2
{
  "formula": "H28O14",
  "method": "ωB97M-V/def2-TZVPD",
  "largest_force_ev_per_a": 13.26,
  "orbital_gap_ha": 0.2656,
  "relative_energy_kj_mol": 1304.7,
  "total_energy_ev": -29108.1294,
  "symbols": ["H", "H", "H", "H", "H", "H", "H", "H", "H", "H", "H", "H", "H", "H", "H", "H", "H", "H", "H", "H", "H", "H", "H", "H", "H", "H", "H", "H", "O", "O", "O", "O", "O", "O", "O", "O", "O", "O", "O", "O", "O", "O"],
  "positions_angstrom": [[0.402, 0.224, 0.941], [-0.926, 0.162, -0.055], [1.242, -3.678, -1.950], [0.655, -3.429, -0.423], [-1.430, -0.852, -2.967], [-0.238, -1.506, -2.521], [0.386, -3.775, 2.435], [0.674, -2.482, 2.044], [-3.713, 1.441, -0.417], [-4.107, 0.651, -1.601], [2.272, 1.998, 3.065], [1.816, 1.036, 2.075], [3.540, 2.774, 0.595], [2.051, 2.769, 0.034], [-0.654, 0.970, 2.092], [-0.636, -0.330, 2.739], [3.368, 0.446, -0.753], [4.537, -0.326, 0.081], [4.037, -1.892, -1.027], [2.823, -2.771, -0.719], [-0.475, 4.443, -2.144], [0.860, 3.871, -1.708], [-3.495, 1.748, 3.180], [-3.052, 0.710, 2.315], [-3.729, -1.873, -1.658], [-4.072, -3.041, -0.722], [-0.335, 1.129, -1.256], [-1.710, 1.257, -1.758], [0.085, 0.091, 0.038], [1.305, -3.141, -1.167], [-0.559, -0.649, -2.908], [0.534, -3.269, 1.628], [-4.575, 1.034, -0.808], [2.255, 1.033, 3.008], [2.799, 3.377, 0.373], [-0.843, 0.556, 2.954], [3.622, -0.374, -0.370], [3.155, -1.899, -0.669], [0.493, 4.369, -2.449], [-3.751, 0.855, 2.869], [-3.538, -2.267, -0.717], [-1.074, 0.609, -1.699]],
  "forces_ev_per_angstrom": [[-0.167, -0.490, -0.259], [2.007, -0.500, 0.485], [-0.509, -0.670, -0.185], [1.525, 0.363, -2.082], [-4.145, -0.557, -0.525], [0.349, 0.882, -0.612], [-0.161, -0.898, -0.371], [0.966, 4.085, 0.985], [-2.535, -0.785, -0.323], [-1.268, 0.243, 0.824], [0.308, 0.109, 0.730], [1.378, -0.658, 2.336], [-0.685, 0.330, -0.291], [2.052, 1.270, 0.858], [-0.309, 0.358, 0.750], [0.160, -1.840, 0.183], [0.329, 2.461, -0.550], [-1.808, 1.115, -0.785], [-0.105, -0.862, -0.298], [-0.374, -2.346, -0.389], [2.116, 0.046, -0.963], [0.374, 0.166, -0.204], [-0.608, -0.655, 0.216], [2.855, -1.325, -2.278], [0.553, -1.124, 2.836], [-0.742, -1.126, 0.156], [-0.861, -1.000, -1.179], [-2.955, 2.914, -0.422], [-0.033, -0.141, 2.092], [-3.050, -0.827, 1.813], [6.533, -6.569, -4.166], [-0.792, -3.254, -0.674], [3.744, 0.587, -0.512], [-1.362, 0.628, -3.072], [-1.400, -1.786, -0.522], [-0.110, 1.641, -0.800], [5.622, 11.227, 4.252], [-1.729, -10.348, -1.773], [-2.473, -0.122, 1.142], [-2.446, 1.939, 2.219], [0.229, 2.204, -2.989], [-0.474, 5.314, 4.347]]
}